No. 1
Density functional theory data (wB97M-V/def2-TZVPD) for 2 unconnected molecules or ions with the total composition C4H11OS2 at a distorted geometry.

## Properties
Gap between HOMO and LUMO = 0.21709 Ha
HOMO energy = -2.71 eV
Total charge = -1
Energy relative to the best compared isomer or geometry (same formula, charge and spin) = 45.4 kcal/mol

Cartesian coordinates (Å):
C (-1.7393, -1.2293, 0.5394)
C (-0.6233, -1.1052, 1.6293)
S (-1.0480, 0.0556, 2.9879)
S (0.8556, 0.6473, 3.5301)
H (-1.8508, -0.2317, 0.0169)
H (-2.7655, -1.5380, 0.9772)
H (-1.4895, -1.9950, -0.1995)
H (0.2717, -0.6630, 1.0863)
H (-0.4011, -2.0881, 2.1270)
H (0.8997, 1.8153, 2.8778)
C (1.1575, 0.5875, -1.2306)
O (0.1143, 0.8163, -0.3724)
C (0.8181, 0.9791, -2.6693)
H (1.5035, -0.4710, -1.2527)
H (2.0825, 1.1950, -0.9345)
H (1.7491, 1.0217, -3.3410)
H (0.3508, 1.9394, -2.6843)
H (0.1149, 0.2643, -3.0877)

---

No. 2
Density functional theory data (wB97M-V/def2-TZVPD) for a molecular structure, C3H4MnO at a distorted geometry.

## Properties
Gap between HOMO and LUMO (spin up / spin down) = 0.26588 / 0.27325 Ha
⟨S²⟩ = 8.87
2S+1 = 6
HOMO energy (spin up / spin down) = -8.60 / -9.00 eV
Total charge = 0
Energy relative to the best compared isomer or geometry (same formula, charge and spin) = 0.0 kcal/mol

Cartesian coordinates (Å):
C (0.7825, -0.1931, -0.0277)
C (-0.5274, -0.5523, 0.6373)
C (0.8774, -0.2599, 1.2608)
H (1.2410, -0.3438, -0.9996)
H (-0.8878, -1.5833, 0.4869)
H (-1.3128, 0.2228, 0.6542)
H (1.5068, -0.5114, 2.1130)
O (-0.0119, 1.8369, -1.8692)
Mn (-1.6679, 1.3841, -2.2556)

---

No. 3
Density functional theory data (wB97M-V/def2-TZVPD) for a molecular structure, C2H3FO2PZn at a distorted geometry.

## Properties
Gap between HOMO and LUMO (spin up / spin down) = 0.24660 / 0.23223 Ha
⟨S²⟩ = 0.75
2S+1 = 2
HOMO energy (spin up / spin down) = -7.31 / -7.03 eV
Total charge = 0

Cartesian coordinates (Å):
P (-2.1479, -1.6616, -0.0921)
F (-0.9283, -2.2477, -2.0418)
O (-0.1628, -0.7258, 0.9554)
C (0.1851, 0.6100, 0.9882)
H (0.9450, 0.8327, 1.7655)
H (-0.6768, 1.2790, 1.1950)
C (0.7732, 1.0497, -0.3174)
O (0.7488, 0.3050, -1.2902)
Zn (0.1908, -1.5470, -0.7251)
H (1.0730, 2.1057, -0.4376)

---

No. 4
Density functional theory data (wB97M-V/def2-TZVPD) for a gas-phase ion, C7H13N2O4 (charge +1) at a distorted geometry.

## Properties
Gap between HOMO and LUMO = 0.41947 Ha
HOMO energy = -14.82 eV
Total charge = +1
SMILES string = CC1(C)C(=O)NC(=O)[N+]1(CO)CO
Energy relative to the best compared isomer or geometry (same formula, charge and spin) = 33.8 kcal/mol

Cartesian coordinates (Å):
C (-1.4086, 1.3373, 0.7997)
C (-0.0407, 0.8657, 0.3604)
C (0.8571, 1.0666, 1.5700)
C (0.5966, 1.7728, -0.6496)
O (0.5671, 2.9741, -0.7566)
N (1.4265, 0.9233, -1.4591)
C (1.2864, -0.3626, -1.3247)
O (1.9429, -1.2768, -1.7399)
N (0.1534, -0.4753, -0.3699)
C (0.5093, -1.6018, 0.5866)
O (-0.3208, -1.6857, 1.6993)
C (-1.1254, -0.8905, -1.3353)
O (-1.0395, -2.0122, -2.0614)
H (-1.6746, 0.8562, 1.7235)
H (-2.1979, 1.3105, -0.0501)
H (-1.2541, 2.3345, 0.9351)
H (0.7649, 0.2861, 2.3659)
H (0.4690, 2.0728, 1.9452)
H (1.8975, 1.0680, 1.4162)
H (2.1329, 1.3981, -1.9877)
H (0.5023, -2.5121, -0.0130)
H (1.4999, -1.3947, 0.9647)
H (-1.0378, -2.3830, 1.7171)
H (-1.9452, -0.9227, -0.6832)
H (-1.1344, 0.0012, -1.9746)
H (-1.4268, -2.7501, -1.6786)

---

- The lowest total charge belongs to which entry?
  C4H11OS2